Entry 1:
Formula: C15H16BaIO2Se2
Source: the Open Molecules 2025 dataset
Level of theory: ωB97M-V/def2-TZVPD

Properties
**Total energy**: -159398.5197 eV
**Net charge**: -1
**Frontier orbital gap**: 6.6 eV
**2S+1**: 1
**Highest occupied orbital energy**: -4.4 eV
**Lowest unoccupied orbital energy**: 2.19 eV

XYZ file:
```
37
C15H16BaIO2Se2, DFT ωB97M-V/def2-TZVPD
O 4.538 4.577 -2.016
O 3.138 4.480 1.915
C -2.996 -2.608 -0.022
H 2.000 3.683 -1.764
H -0.790 -6.608 0.037
H 3.488 1.899 -1.837
C -3.164 -5.361 -0.008
C -1.770 -3.329 0.002
C 3.456 3.212 1.329
I -2.915 -0.516 -0.038
H 5.408 4.160 -0.179
H 2.729 2.461 1.633
C -0.705 -5.527 0.030
C 3.927 1.985 -0.840
C -1.888 -4.746 0.009
C -4.304 -4.613 -0.031
C -4.224 -3.205 -0.038
C -0.504 -2.658 0.014
H 1.604 -3.084 0.038
C 2.036 3.761 -0.678
H 1.420 -5.506 0.056
H 1.944 4.818 -0.434
Se 3.755 0.217 0.055
C 3.425 3.300 -0.191
H 4.717 3.713 -2.399
Se 0.385 2.958 0.057
C 4.423 4.397 -0.605
H -3.221 -6.444 -0.003
H -5.276 -5.090 -0.045
C 0.512 -4.913 0.040
H -5.127 -2.610 -0.057
H 4.440 2.891 1.685
H 4.104 5.359 -0.207
Ba 0.683 -0.106 -0.163
H 2.319 4.367 2.402
C 0.590 -3.498 0.031
H 5.008 2.068 -0.976
```

Atom charges from the natural (NBO) analysis, given in e for atoms 1 to 4: number 1, O, carries -0.731; number 2, O, carries -0.752; number 3, C, carries -0.141; number 4, H, carries 0.204

***

Entry 2:
Formula: C4H7N2
Source: the Open Molecules 2025 dataset
Level of theory: ωB97M-V/def2-TZVPD

Properties
**Total energy**: -7230.4518 eV
**Net charge**: +1
**Frontier orbital gap**: 9.4 eV
**2S+1**: 1
**Energy above the lowest of the compared OMol25 structures with the same formula, charge and spin**: 5.2865 eV
**Highest occupied orbital energy**: -13.7 eV
**Lowest unoccupied orbital energy**: -4.29 eV

XYZ file:
```
13
C4H7N2, DFT ωB97M-V/def2-TZVPD
C 0.611 -0.309 0.322
H -0.951 -0.341 2.025
N -0.587 0.034 1.121
H -1.534 0.806 -2.083
C -1.234 0.251 -1.173
H 0.429 1.612 -0.463
N 0.322 0.485 -0.766
H -2.781 0.284 0.360
C -1.604 0.153 0.194
C 1.890 -0.749 0.548
H 2.739 -0.917 -0.121
H 1.797 -1.311 1.402
H 0.902 0.002 -1.366
```

Atom charges from the natural (NBO) analysis, given in e for atoms 1 to 4: number 1, C, carries 0.288; number 2, H, carries 0.454; number 3, N, carries -0.603; number 4, H, carries 0.275

***

Entry 3:
Formula: C4H9NO2
Source: the Open Molecules 2025 dataset
Level of theory: ωB97M-V/def2-TZVPD

Properties
**Total energy**: -9874.8543 eV
**Net charge**: 0
**Frontier orbital gap**: 9.2 eV
**2S+1**: 1
**Energy above the lowest of the compared OMol25 structures with the same formula, charge and spin**: 5.2064 eV
**Highest occupied orbital energy**: -8.7 eV
**Lowest unoccupied orbital energy**: 0.47 eV

XYZ file:
```
16
C4H9NO2, DFT ωB97M-V/def2-TZVPD
H 3.161 -0.117 -1.064
H -1.092 2.279 1.367
O 1.206 0.007 -0.541
H 2.047 -0.884 -2.228
C -0.985 -0.212 0.373
C -0.036 -0.610 -0.721
H 2.401 -1.686 -0.671
H 0.360 0.619 1.516
H -0.465 -0.390 -1.711
H -1.964 -0.691 0.351
O -2.785 1.245 2.035
C 2.251 -0.713 -1.161
H 0.054 -1.709 -0.643
H -1.814 1.225 0.130
C -1.749 1.390 1.406
N -0.590 0.248 1.562
```

Atom charges from the natural (NBO) analysis, given in e for atoms 1 to 4: number 1, H, carries 0.203; number 2, H, carries 0.176; number 3, O, carries -0.539; number 4, H, carries 0.172